C8H18F3I2OP2Ti as an isolated structure at a distorted geometry. Source: the OMol25 dataset; level of theory: wB97M-V/def2-TZVPD.

```
35
Properties=species:S:1:pos:R:3:forces:R:3:nbo_charge:R:1
I -0.0482 -2.2598 -2.0356 0.25 0.17 0.30 0.37
I 0.0682 2.3120 -2.2098 -0.03 -0.89 0.18 0.08
Ti 0.0114 0.4132 -0.3215 -0.27 0.41 0.16 0.84
P -2.4368 -0.1655 -0.2580 -2.45 -0.71 -0.72 0.87
C -3.4116 1.2833 0.1609 0.43 0.53 0.15 -0.94
C -3.2139 -0.6824 -1.8547 0.84 -0.13 0.02 -0.90
H -4.2705 -1.0294 -1.7505 0.78 0.76 0.07 0.29
H -4.1835 -1.5769 0.7530 0.10 0.33 -0.32 0.28
H -2.6377 -1.5395 -2.2128 -0.35 0.11 -0.14 0.23
H -2.5803 -2.3248 0.6495 -0.06 -0.31 0.17 0.26
H -3.1935 2.0988 -0.5268 -0.11 0.15 0.07 0.26
H -3.0330 0.1520 -2.5423 -0.58 -0.27 -0.15 0.25
C -3.1109 -1.3978 0.8512 0.78 -0.55 0.68 -0.94
H -4.4696 1.0228 0.1026 0.06 -0.02 0.01 0.28
H -2.8927 -1.0991 1.8720 -0.02 -0.12 0.19 0.28
H -3.1532 1.5590 1.1812 -0.17 0.27 0.10 0.27
P 2.4607 -0.0470 -0.2431 2.34 -0.66 -0.81 0.87
C 3.3512 1.4457 0.2070 -0.43 0.42 0.24 -0.94
C 3.1342 -1.2767 0.8670 -0.67 -0.36 0.56 -0.94
H 2.7201 -1.4183 -2.1658 0.58 0.12 -0.13 0.24
H 4.3621 -0.7089 -1.7443 -1.18 0.40 0.00 0.29
H 2.9780 0.2869 -2.5281 0.56 -0.21 -0.19 0.25
C 3.2573 -0.5184 -1.8387 -0.78 -0.04 0.08 -0.90
H 2.6203 -2.2101 0.6416 0.11 -0.24 0.24 0.25
H 4.2135 -1.4237 0.7676 -0.18 0.26 -0.19 0.28
H 4.4203 1.2266 0.1463 -0.10 0.03 0.07 0.28
H 3.0635 1.6692 1.2355 0.25 0.33 0.02 0.27
H 2.8844 -0.9651 1.8797 0.12 -0.28 0.15 0.28
H 3.1029 2.2703 -0.4635 0.09 0.04 0.14 0.26
C -0.0131 2.3557 0.5122 0.42 2.85 4.75 0.39
O 0.0735 3.1931 1.3108 -0.42 -2.75 -3.66 -0.31
F 0.0007 -1.3970 1.9842 -0.03 1.49 -0.26 -0.33
C -0.0158 0.0063 2.0110 0.02 -0.38 1.24 0.63
F -1.1289 0.3629 2.7672 1.46 -0.38 -1.49 -0.32
F 1.0709 0.3826 2.7953 -1.39 -0.38 -1.51 -0.32
```
Forces are in eV/Å.

Output
Charge: +2
Gap between HOMO and LUMO (alpha / beta) in eV: 7.16 / 5.72
Energy relative to the best compared isomer or geometry (same formula, charge and spin) in eV: 0.0000
Spin multiplicity: 2
HOMO (alpha / beta) in eV: -16.948 / -16.905
<S²>: 0.753
Electronic energy in eV: -76665.539